Entry 1:
5 unconnected molecules or ions with the total composition C52H75N2O4 in a non-equilibrium geometry. Source: the Open Molecules 2025 dataset; level of theory: the ωB97M-V functional and the def2-TZVPD basis.

Element x y z (Å)
C  5.271  2.600  3.673
O  4.896  1.583  2.720
C  4.017  0.628  3.306
C  3.674  -0.505  2.257
C  2.254  -1.112  2.698
C  2.195  -2.688  2.633
C  2.823  -3.304  1.326
C  2.194  -4.723  0.959
C  0.848  -4.586  0.110
C  0.959  -5.262  -1.320
C  0.655  -4.254  -2.516
C  1.594  -3.008  -2.267
C  3.027  -3.221  -2.583
C  3.980  -2.113  -2.415
C  5.479  -2.349  -2.776
O  5.723  -2.752  -3.880
O  6.523  -2.117  -1.886
C  3.435  -0.830  -1.921
O  4.239  0.284  -1.760
C  4.371  0.989  -3.050
C  3.170  1.964  -3.311
C  2.999  3.053  -2.166
C  3.212  2.682  -4.721
C  1.709  2.853  -5.220
C  1.450  4.160  -6.074
C  1.275  1.522  -5.985
C  1.999  -0.723  -1.630
N  1.117  -1.785  -1.802
C  -0.337  -1.570  -1.521
C  -0.599  -0.595  -0.310
C  -0.848  0.933  -0.756
C  -0.088  1.829  0.315
C  -0.583  3.319  0.384
N  0.509  4.095  1.063
H  5.374  2.125  4.694
H  4.478  3.402  3.666
H  6.248  3.024  3.320
H  3.062  1.152  3.593
H  4.425  0.119  4.225
H  4.464  -1.292  2.162
H  3.542  0.016  1.261
H  1.996  -0.760  3.739
H  1.495  -0.632  2.015
H  2.713  -3.086  3.547
H  1.107  -2.981  2.730
H  2.758  -2.631  0.426
H  3.924  -3.467  1.529
H  1.950  -5.205  1.954
H  2.951  -5.393  0.452
H  0.057  -5.162  0.677
H  0.498  -3.517  0.086
H  2.024  -5.599  -1.461
H  0.247  -6.126  -1.443
H  0.974  -4.665  -3.519
H  -0.426  -3.977  -2.600
H  3.379  -4.208  -2.976
H  6.387  -2.698  -1.108
H  5.328  1.579  -3.007
H  4.448  0.178  -3.837
H  2.229  1.340  -3.289
H  2.068  3.669  -2.341
H  3.855  3.786  -2.147
H  2.990  2.538  -1.167
H  3.795  2.105  -5.498
H  3.667  3.709  -4.686
H  1.078  2.914  -4.282
H  2.374  4.696  -6.407
H  0.864  3.867  -6.996
H  0.803  4.860  -5.482
H  1.093  0.704  -5.234
H  0.318  1.660  -6.559
H  2.075  1.184  -6.703
H  1.665  0.286  -1.269
H  -0.870  -1.167  -2.429
H  -0.850  -2.539  -1.264
H  -1.564  -0.916  0.187
H  0.210  -0.631  0.478
H  -0.303  1.039  -1.743
H  -1.933  1.178  -0.863
H  1.036  1.801  0.161
H  -0.283  1.334  1.318
H  -0.841  3.776  -0.607
H  -1.516  3.355  1.025
H  0.822  3.462  1.811
H  0.146  4.963  1.458
C  -1.191  -0.941  5.778
C  -2.014  0.175  5.878
C  -2.599  0.713  4.738
C  -2.369  0.128  3.498
C  -1.550  -0.990  3.399
C  -0.958  -1.522  4.538
H  -0.732  -1.358  6.667
H  -2.197  0.627  6.846
H  -3.235  1.587  4.816
H  -2.830  0.545  2.608
H  -1.371  -1.447  2.431
H  -0.315  -2.391  4.459
C  -5.240  -2.762  -3.792
C  -5.852  -3.109  -2.594
C  -5.549  -2.413  -1.429
C  -4.639  -1.363  -1.465
C  -4.029  -1.013  -2.666
C  -4.326  -1.715  -3.828
H  -5.475  -3.307  -4.699
H  -6.567  -3.923  -2.567
H  -6.022  -2.689  -0.494
H  -4.406  -0.817  -0.558
H  -3.320  -0.192  -2.694
H  -3.846  -1.446  -4.762
C  -8.353  0.009  -2.103
C  -7.370  0.215  -3.063
C  -7.728  0.551  -4.363
C  -9.069  0.690  -4.701
C  -10.052  0.486  -3.739
C  -9.694  0.142  -2.442
H  -8.073  -0.257  -1.089
H  -6.326  0.114  -2.799
H  -6.961  0.706  -5.114
H  -9.348  0.956  -5.714
H  -11.098  0.596  -4.002
H  -10.461  -0.022  -1.693
C  1.015  1.851  7.877
C  1.210  2.457  9.112
C  0.674  3.714  9.363
C  -0.067  4.361  8.381
C  -0.265  3.753  7.147
C  0.279  2.500  6.893
H  1.437  0.871  7.681
H  1.782  1.949  9.881
H  0.831  4.189  10.324
H  -0.490  5.339  8.578
H  -0.845  4.258  6.381
H  0.129  2.029  5.929

## Properties
maximum force	2.97	eV/A
frontier orbital gap	6.505	eV
net charge	+1

Entry 2:
17 unconnected molecules or ions with the total composition C52H76Cl24O16P in a non-equilibrium geometry. Source: the Open Molecules 2025 dataset; level of theory: the ωB97M-V functional and the def2-TZVPD basis.

Element x y z (Å)
C  -3.058  3.822  -0.064
C  -2.636  2.467  0.603
C  -1.182  2.241  0.437
C  -0.649  0.973  1.136
P  0.917  0.362  0.390
C  0.787  0.059  -1.383
C  2.069  -0.439  -2.087
C  1.945  -0.536  -3.621
C  2.093  0.782  -4.447
C  2.364  1.343  0.732
C  2.463  2.694  -0.034
C  3.766  3.521  0.121
C  3.811  4.794  -0.715
C  1.239  -1.277  1.205
C  0.190  -2.369  0.810
C  0.698  -3.725  1.104
C  -0.070  -4.783  0.355
H  -4.065  3.739  -0.473
H  -2.368  4.100  -0.860
H  -3.108  4.606  0.693
H  -3.195  1.642  0.160
H  -3.011  2.504  1.625
H  -0.617  3.115  0.762
H  -0.993  2.179  -0.634
H  -1.301  0.128  0.916
H  -0.519  1.037  2.216
H  0.520  1.047  -1.759
H  -0.092  -0.551  -1.588
H  2.416  -1.346  -1.592
H  2.896  0.259  -1.953
H  0.990  -1.011  -3.845
H  2.817  -1.117  -3.923
H  1.768  0.520  -5.454
H  3.055  1.288  -4.518
H  1.480  1.623  -4.125
H  3.239  0.720  0.546
H  2.432  1.550  1.800
H  1.530  3.209  0.192
H  2.451  2.465  -1.100
H  4.659  2.949  -0.134
H  3.933  3.743  1.174
H  3.972  4.533  -1.761
H  4.646  5.471  -0.537
H  2.865  5.329  -0.632
H  1.233  -1.072  2.275
H  2.266  -1.567  0.980
H  -0.020  -2.223  -0.250
H  -0.722  -2.287  1.402
H  0.591  -3.943  2.166
H  1.768  -3.783  0.903
H  0.249  -5.750  0.744
H  0.026  -4.734  -0.729
H  -1.155  -4.695  0.425
C  7.097  -4.749  0.112
C  6.743  -3.558  0.596
C  5.555  -2.830  0.051
O  5.150  -1.774  0.564
C  4.888  -3.450  -1.062
C  5.307  -4.586  -1.650
C  6.383  -5.429  -1.044
O  6.782  -6.535  -1.450
O  4.733  -5.115  -2.706
O  7.390  -3.007  1.612
H  7.979  -5.300  0.405
H  4.017  -3.034  -1.545
H  5.154  -5.936  -2.970
H  6.981  -2.169  1.839
C  -1.602  -9.208  0.553
C  -1.990  -9.003  -0.717
C  -2.843  -7.895  -1.182
O  -3.418  -7.776  -2.246
C  -2.995  -6.909  -0.125
C  -2.622  -7.000  1.122
C  -1.880  -8.231  1.626
O  -1.441  -8.520  2.758
O  -2.868  -6.028  2.024
O  -1.599  -9.929  -1.654
H  -1.091  -10.108  0.863
H  -3.443  -6.025  -0.555
H  -2.253  -6.182  2.745
H  -1.975  -9.622  -2.482
C  -0.170  -3.916  4.954
C  0.467  -3.253  5.997
C  1.718  -3.681  6.620
O  2.301  -2.980  7.447
C  2.034  -5.071  6.194
C  1.383  -5.736  5.176
C  0.265  -5.204  4.399
O  -0.333  -5.794  3.468
O  1.735  -7.018  4.790
O  -0.086  -2.085  6.462
H  -1.076  -3.448  4.600
H  2.839  -5.616  6.664
H  1.180  -7.278  4.052
H  0.237  -1.823  7.328
C  -5.820  0.189  -1.766
C  -5.975  1.339  -2.519
C  -7.190  1.833  -3.111
O  -7.300  2.943  -3.697
C  -8.305  0.877  -2.914
C  -8.198  -0.300  -2.193
C  -6.927  -0.714  -1.524
O  -6.801  -1.726  -0.887
O  -9.346  -0.965  -1.890
O  -4.846  2.059  -2.849
H  -4.800  0.017  -1.458
H  -9.282  1.166  -3.273
H  -9.173  -1.850  -1.560
H  -5.133  2.816  -3.365
C  -7.272  5.357  -1.308
Cl  -8.177  6.627  -0.433
Cl  -5.988  5.918  -2.303
H  -6.877  4.684  -0.548
H  -7.999  4.846  -1.939
C  -1.238  7.566  0.402
Cl  -2.466  7.697  -0.862
Cl  0.110  6.513  0.048
H  -0.914  8.524  0.808
H  -1.681  7.169  1.315
C  4.869  3.882  4.866
Cl  4.703  2.490  5.909
Cl  5.452  3.176  3.347
H  3.957  4.465  4.737
H  5.641  4.566  5.219
C  -6.199  2.118  1.201
Cl  -5.791  3.058  2.691
Cl  -7.930  2.124  0.883
H  -5.714  2.706  0.422
H  -5.745  1.129  1.128
C  1.893  8.927  -2.696
Cl  2.691  7.399  -2.676
Cl  1.650  9.525  -1.069
H  2.441  9.659  -3.290
H  0.908  8.773  -3.137
C  2.101  0.260  -9.512
Cl  2.653  -1.043  -10.464
Cl  3.041  0.574  -7.984
H  2.085  1.202  -10.060
H  1.088  0.077  -9.153
C  7.640  3.893  0.339
Cl  9.080  3.541  1.318
Cl  7.419  5.622  0.194
H  7.916  3.456  -0.621
H  6.812  3.357  0.803
C  -5.149  -3.270  1.800
Cl  -3.633  -2.602  1.115
Cl  -5.027  -3.612  3.487
H  -5.982  -2.593  1.607
H  -5.468  -4.203  1.335
C  3.684  -0.988  4.784
Cl  2.127  -0.012  4.692
Cl  3.847  -2.303  3.654
H  4.580  -0.377  4.670
H  3.853  -1.356  5.796
C  -0.485  5.343  -3.490
Cl  -0.003  5.369  -5.218
Cl  0.490  4.235  -2.594
H  -0.429  6.320  -3.009
H  -1.538  5.062  -3.468
C  0.013  4.747  3.884
Cl  1.425  3.806  3.316
Cl  -1.548  3.961  3.644
H  0.065  4.869  4.966
H  0.037  5.767  3.499
C  -2.442  0.643  -4.208
Cl  -1.828  2.301  -4.026
Cl  -2.444  -0.291  -2.671
H  -3.477  0.730  -4.537
H  -1.749  0.137  -4.881

## Properties
maximum force	3.80	eV/A
frontier orbital gap	7.045	eV
net charge	+1

Entry 3:
14 unconnected molecules or ions with the total composition C52H76Cl2F4O9 in a non-equilibrium geometry. Source: the Open Molecules 2025 dataset; level of theory: the ωB97M-V functional and the def2-TZVPD basis.

Element x y z (Å)
F  23.057  9.377  -7.961
C  24.202  9.937  -8.362
C  24.861  9.483  -9.522
C  26.118  9.931  -9.866
C  26.626  10.965  -9.154
C  26.004  11.472  -8.004
C  24.774  10.966  -7.609
H  24.327  8.689  -10.022
H  26.575  9.487  -10.737
H  27.541  11.369  -9.563
H  26.462  12.299  -7.483
H  24.237  11.358  -6.758
F  23.143  1.145  -10.142
C  22.251  1.836  -10.862
C  22.679  2.491  -11.970
C  21.758  3.131  -12.826
C  20.435  3.203  -12.414
C  20.051  2.575  -11.231
C  20.942  1.862  -10.470
H  23.729  2.449  -12.223
H  22.146  3.618  -13.708
H  19.677  3.826  -12.865
H  18.992  2.544  -11.019
H  20.575  1.328  -9.606
F  22.294  1.878  -16.916
C  23.630  1.674  -16.921
C  24.205  1.303  -18.161
C  25.569  1.072  -18.215
C  26.341  1.227  -17.047
C  25.712  1.448  -15.836
C  24.327  1.626  -15.732
H  23.601  1.317  -19.056
H  26.067  0.793  -19.132
H  27.404  1.036  -17.037
H  26.330  1.399  -14.952
H  23.873  1.862  -14.781
F  24.910  8.868  -13.661
C  25.102  7.581  -13.465
C  24.321  6.690  -14.284
C  24.518  5.321  -14.110
C  25.506  4.883  -13.195
C  26.254  5.758  -12.418
C  26.049  7.111  -12.519
H  23.625  7.045  -15.030
H  24.056  4.594  -14.762
H  25.746  3.834  -13.109
H  27.037  5.435  -11.749
H  26.673  7.748  -11.910
C  22.738  9.958  -16.744
Cl  21.870  9.827  -15.169
Cl  23.169  8.302  -17.240
H  22.202  10.392  -17.588
H  23.670  10.464  -16.493
C  25.240  4.873  -17.831
C  25.439  4.647  -19.294
O  24.529  4.720  -20.113
C  26.822  4.456  -19.726
H  25.843  4.280  -17.142
H  24.188  4.729  -17.584
H  25.455  5.921  -17.623
H  27.441  5.291  -19.400
H  26.838  4.394  -20.815
H  27.190  3.538  -19.268
C  26.516  11.399  -19.005
C  26.362  10.379  -17.944
O  26.146  9.148  -18.119
C  26.335  10.948  -16.569
H  27.023  11.008  -19.887
H  27.165  12.178  -18.604
H  25.576  11.839  -19.338
H  25.757  11.871  -16.519
H  27.327  11.330  -16.327
H  26.043  10.200  -15.832
C  31.591  6.752  -11.888
C  30.388  5.897  -11.661
O  29.304  6.462  -11.524
C  30.549  4.392  -11.442
H  32.161  6.801  -10.960
H  31.208  7.724  -12.201
H  32.208  6.363  -12.698
H  31.343  4.326  -10.699
H  30.746  3.843  -12.363
H  29.659  3.943  -11.002
C  27.789  6.818  -15.810
C  28.342  5.478  -16.321
O  28.931  5.453  -17.425
C  28.114  4.174  -15.567
H  28.392  7.675  -16.111
H  27.760  6.780  -14.721
H  26.811  6.974  -16.266
H  28.618  3.316  -16.012
H  27.045  3.991  -15.460
H  28.520  4.269  -14.560
C  22.690  10.378  -11.851
C  21.622  9.296  -11.795
O  20.455  9.474  -12.153
C  22.049  7.996  -11.196
H  23.658  9.906  -12.021
H  22.675  10.840  -10.864
H  22.527  11.029  -12.709
H  22.093  8.140  -10.117
H  22.984  7.585  -11.577
H  21.235  7.271  -11.191
C  19.908  6.143  -16.812
C  20.701  5.859  -15.549
O  21.804  5.329  -15.684
C  20.210  6.532  -14.308
H  20.324  5.818  -17.766
H  19.844  7.222  -16.949
H  18.892  5.760  -16.713
H  20.833  6.166  -13.492
H  19.180  6.203  -14.174
H  20.213  7.621  -14.357
C  27.075  14.191  -13.304
C  26.894  12.891  -12.504
O  27.806  12.239  -11.984
C  25.476  12.334  -12.549
H  28.056  14.665  -13.328
H  26.566  14.915  -12.668
H  26.638  14.138  -14.301
H  25.306  11.581  -13.319
H  24.749  13.115  -12.770
H  25.120  11.894  -11.617
C  25.698  6.148  -7.981
C  27.100  6.434  -7.561
O  27.523  5.974  -6.535
C  28.003  7.286  -8.434
H  25.547  5.748  -8.984
H  25.080  7.030  -7.819
H  25.309  5.387  -7.304
H  27.685  8.286  -8.139
H  27.975  7.069  -9.501
H  29.035  7.120  -8.124
C  28.823  1.374  -10.261
C  27.721  2.083  -10.963
O  27.420  1.877  -12.151
C  26.911  3.050  -10.128
H  29.831  1.698  -10.518
H  28.759  0.298  -10.420
H  28.635  1.598  -9.211
H  27.561  3.707  -9.550
H  26.280  2.439  -9.482
H  26.229  3.633  -10.746

## Properties
maximum force	3.51	eV/A
frontier orbital gap (spin up / spin down)	1.430 / 8.689	eV
multiplicity	2
expectation value of S²	0.750
net charge	-1

Which value of net charge does entry 1 give?
+1